No. 1
Entry from OMol25: a structure of composition CH7N6 in a non-equilibrium geometry (the ωB97M-V functional and the def2-TZVPD basis).

Properties
- energy (hartree) = -370.50749
- strongest force on any atom (eV Å⁻¹) = 4.5
- frontier orbital gap (Eh) = 0.3833
- charge = +1

Positions of all 14 atoms, in Å:
C1 -0.861 0.957 0.284
N1 -0.849 -1.598 -1.830
N2 -0.839 -2.595 -2.364
N3 0.122 1.487 0.532
N4 -0.864 -3.530 -3.067
N5 -1.900 0.333 -0.071
N6 2.087 1.804 1.939
H1 1.144 1.822 1.307
H2 -0.632 -4.508 -2.949
H3 -2.693 0.791 0.214
H4 -1.831 -0.572 -0.582
H5 2.975 1.820 1.493
H6 1.972 1.020 2.631
H7 2.171 2.769 2.463

***

No. 2
Entry from OMol25: a structure of composition C20H32BBrN2O10S2 (the ωB97M-V functional and the def2-TZVPD basis).

Properties
- energy (hartree) = -5038.47842
- strongest force on any atom (eV Å⁻¹) = 0.8
- frontier orbital gap (Eh) = 0.2980

Positions of all 68 atoms, in Å:
C1 -0.262 -1.509 2.746
C2 -1.462 -1.876 1.850
B1 -2.136 -0.609 1.209
O1 -2.401 0.496 1.966
C3 -2.516 -0.630 -0.337
C4 -1.757 -0.102 -1.336
C5 -0.489 0.616 -0.937
O2 -0.737 1.662 0.009
C6 -0.873 2.941 -0.514
O3 -1.751 2.923 -1.607
C7 -1.904 4.199 -2.214
C8 -1.751 4.122 -3.729
O4 -3.025 4.205 -4.354
C9 -2.147 -0.229 -2.731
S1 -1.088 0.411 -4.009
C10 -3.315 -0.831 -3.075
Br1 -3.919 -1.032 -4.847
C11 -4.154 -1.358 -2.062
N1 -5.326 -1.979 -2.202
S2 -5.802 -2.386 -0.734
N2 -4.596 -1.822 0.151
C12 -3.730 -1.261 -0.705
H1 0.453 -2.331 2.769
H2 0.256 -0.621 2.387
H3 -0.581 -1.344 3.772
H4 -1.146 -2.553 1.054
H5 -2.233 -2.408 2.417
H6 -2.018 1.286 1.562
H7 0.054 0.988 -1.800
H8 0.163 -0.091 -0.416
H9 -1.277 3.563 0.292
H10 0.101 3.358 -0.815
H11 -1.164 4.897 -1.814
H12 -2.901 4.587 -1.997
H13 -1.286 3.160 -3.955
H14 -1.071 4.896 -4.090
H15 -2.947 4.738 -5.148
H16 -0.250 -0.627 -4.152
C13 2.977 1.080 8.248
C14 3.225 1.681 6.883
O5 2.201 1.322 5.941
C15 1.056 1.992 6.061
O6 0.829 2.874 6.848
O7 0.204 1.521 5.152
C16 -1.098 2.114 5.194
H17 2.864 -0.002 8.171
H18 3.816 1.296 8.909
H19 2.072 1.487 8.696
H20 4.144 1.288 6.452
H21 3.310 2.767 6.931
H22 -1.033 3.198 5.133
H23 -1.614 1.825 6.108
H24 -1.630 1.719 4.332
C17 3.039 -5.793 -4.863
C18 3.632 -4.604 -5.586
O8 3.038 -3.365 -5.162
C19 3.462 -2.900 -3.991
O9 4.303 -3.394 -3.287
O10 2.795 -1.773 -3.728
C20 3.103 -1.191 -2.459
H25 1.955 -5.806 -4.981
H26 3.445 -6.717 -5.273
H27 3.266 -5.758 -3.799
H28 3.421 -4.658 -6.652
H29 4.713 -4.552 -5.456
H30 4.173 -1.036 -2.343
H31 2.733 -1.827 -1.656
H32 2.588 -0.235 -2.429

***

No. 3
Entry from OMol25: a cluster of 17 separate species, C5H40O16 in total in a non-equilibrium geometry (the ωB97M-V functional and the def2-TZVPD basis).

Properties
- energy (hartree) = -1418.08904
- strongest force on any atom (eV Å⁻¹) = 6.2
- frontier orbital gap (Eh) = 0.3132

Positions of all 61 atoms, in Å:
C1 -2.903 1.559 2.402
C2 -2.008 2.582 2.315
C3 -3.397 0.967 1.195
C4 -2.814 1.505 -0.064
C5 -3.156 1.051 -1.268
H1 -3.402 1.324 3.275
H2 -1.741 3.294 3.127
H3 -1.647 2.975 1.350
H4 -2.888 -0.078 1.314
H5 -4.481 1.001 1.311
H6 -1.907 2.261 0.034
H7 -2.716 1.271 -2.279
H8 -3.702 0.127 -1.470
H9 1.241 4.424 0.873
H10 2.052 3.755 2.140
O1 1.436 3.641 1.459
H11 2.214 -0.418 -2.647
H12 3.326 0.507 -2.621
O2 2.531 0.328 -3.226
H13 0.602 -2.681 -3.683
H14 -0.788 -3.071 -3.154
O3 0.097 -3.404 -3.185
H15 -2.447 -2.828 -0.895
H16 -3.450 -2.639 -1.925
O4 -2.481 -2.954 -1.857
H17 0.604 -0.886 -2.388
H18 -0.811 -1.198 -2.255
O5 -0.164 -1.138 -3.035
H19 -0.173 0.676 -2.757
H20 -0.695 1.424 -4.020
O6 -0.585 1.608 -3.071
H21 2.824 -3.274 0.331
H22 1.378 -3.721 -0.171
O7 2.272 -4.025 -0.082
H23 2.506 -2.047 -1.924
H24 1.696 -1.593 -0.810
O8 2.554 -1.329 -1.166
H25 -0.692 4.223 -1.269
H26 -0.081 3.507 -2.370
O9 0.034 4.325 -1.797
H27 1.400 2.437 3.536
H28 1.329 1.164 2.489
O10 1.447 1.509 3.406
H29 1.957 -2.565 1.975
H30 1.114 -3.882 1.800
O11 1.086 -3.039 2.270
H31 1.520 0.783 -0.453
H32 1.834 2.043 0.103
O12 1.800 1.122 0.388
H33 -0.506 -1.916 2.060
H34 -1.379 -0.780 2.300
O13 -1.286 -1.417 1.647
H35 -0.591 0.212 4.364
H36 -0.142 0.645 2.824
O14 -0.924 0.419 3.428
H37 3.206 -0.616 0.552
H38 3.383 -0.579 2.136
O15 2.732 -0.775 1.443
H39 0.638 -0.250 0.201
H40 -0.517 -1.221 0.426
O16 0.153 -0.845 -0.236

***

no.,E_HOMO (eV)
1,-13.44
2,-8.74
3,-8.63